This record from the OMol25 dataset describes a molecular structure, C34H36N5O6P2PbS2. The level of theory is wB97M-V/def2-TZVPD.

```
86
Properties=species:S:1:pos:R:3
Pb -0.335 0.788 -1.055
C -4.883 -0.471 1.888
P -3.271 -1.266 1.482
C -3.802 -2.976 1.169
C -2.333 -1.004 3.033
C -2.796 -1.810 4.065
C -2.144 -1.834 5.285
C -1.048 -1.013 5.478
C -0.609 -0.184 4.459
C -1.227 -0.177 3.212
P -0.631 0.909 1.844
C -1.748 2.348 2.178
C 0.926 1.616 2.515
H -5.415 -1.081 2.615
H -5.489 -0.377 0.991
H -4.732 0.519 2.307
H -4.180 -3.440 2.077
H -2.987 -3.572 0.763
H -4.607 -2.918 0.434
H -3.666 -2.432 3.923
H -2.488 -2.495 6.065
H -0.527 -1.014 6.423
H 0.240 0.452 4.653
H -1.762 2.567 3.246
H -2.760 2.128 1.842
H -1.365 3.207 1.627
H 0.761 2.126 3.462
H 1.282 2.345 1.790
H 1.683 0.844 2.629
C 5.389 -3.731 0.957
C 3.919 -3.506 0.820
C 3.301 -2.389 1.373
C 1.943 -2.176 1.208
C 1.202 -3.103 0.503
C 1.787 -4.235 -0.034
C 3.143 -4.434 0.132
S -0.460 -2.709 0.009
O -1.155 -1.996 1.111
O -1.164 -3.888 -0.423
N -0.268 -1.588 -1.108
C 0.017 -1.779 -2.414
C 0.113 -3.013 -3.068
C 0.373 -3.018 -4.418
C 0.536 -1.808 -5.093
C 0.421 -0.636 -4.376
N 0.169 -0.616 -3.072
H 5.871 -2.888 1.443
H 5.838 -3.877 -0.024
H 5.573 -4.630 1.543
H 3.897 -1.677 1.923
H 1.443 -1.307 1.607
H 1.171 -4.947 -0.559
H 3.616 -5.309 -0.285
H -0.060 -3.919 -2.515
H 0.436 -3.956 -4.946
H 0.727 -1.784 -6.153
H 0.524 0.330 -4.852
O 1.958 0.309 -0.529
C 2.978 0.986 -0.714
C 3.098 2.357 -1.067
C 4.372 2.833 -1.403
C 4.555 4.128 -1.820
C 3.468 5.024 -1.871
C 2.228 4.605 -1.505
C 1.970 3.257 -1.104
O 0.793 2.912 -0.783
N 5.861 4.574 -2.209
O 5.982 5.720 -2.587
O 6.769 3.769 -2.146
H 3.944 0.466 -0.595
H 5.224 2.170 -1.360
H 3.638 6.035 -2.207
H 1.384 5.276 -1.539
C -2.971 2.891 -3.881
C -3.394 2.563 -2.496
C -4.128 3.439 -1.685
C -4.461 2.998 -0.420
N -4.166 1.771 0.017
C -3.480 1.028 -0.819
S -2.982 -0.647 -0.515
N -3.048 1.372 -2.024
H -3.757 3.434 -4.401
H -2.732 1.975 -4.418
H -2.080 3.519 -3.856
H -4.417 4.415 -2.037
H -4.999 3.621 0.281
```

As for the LUMO energy: -2.63 eV. As for the energy above the lowest of the compared OMol25 structures with the same formula, charge and spin: 79.5 kJ/mol. The charge is +1. The value obtained for the HOMO-LUMO gap is 7.691 eV. The HOMO energy comes out at -0.3792 hartree. The molar mass comes out at 943.973 g/mol.

---

This record from the OMol25 dataset describes a molecular structure, C34H36N8S5Y. The level of theory is wB97M-V/def2-TZVPD.

```
84
Properties=species:S:1:pos:R:3
Y -2.232 -0.652 -0.055
S -1.113 1.144 1.698
C 0.394 1.569 1.156
N 1.436 1.728 1.902
C 2.625 2.274 1.248
C 2.228 3.354 0.303
N 1.384 2.751 -0.708
C 1.613 3.084 -2.071
C 3.016 2.719 -2.506
C 3.946 3.654 -2.893
C 5.269 3.306 -3.174
C 5.641 1.957 -3.007
C 4.696 0.991 -2.768
C 3.373 1.397 -2.503
C 0.555 1.812 -0.353
S -0.324 0.873 -1.449
C 1.570 1.349 3.395
C 2.377 2.388 4.143
C 1.940 3.716 4.212
C 2.591 4.696 4.993
C 3.728 4.341 5.741
C 4.186 3.011 5.713
C 3.512 2.107 4.875
H 3.051 1.387 0.695
H 3.364 2.661 1.943
H 3.089 3.829 -0.119
H 1.588 4.129 0.825
H 1.427 4.151 -2.155
H 0.898 2.479 -2.631
H 3.656 4.706 -3.007
H 5.946 4.135 -3.407
H 6.711 1.792 -2.942
H 4.952 -0.017 -2.731
H 2.575 0.669 -2.305
H 2.147 0.434 3.455
H 0.571 1.299 3.755
H 1.115 4.025 3.631
H 2.201 5.722 5.061
H 4.324 5.010 6.307
H 5.028 2.678 6.305
H 3.983 1.143 4.884
C -4.600 -4.496 -1.208
C -4.206 -3.194 -0.932
N -2.928 -2.902 -0.571
C -2.033 -3.900 -0.453
C -2.385 -5.243 -0.778
C -3.699 -5.513 -1.083
C -1.466 -6.316 -0.461
C -0.233 -5.969 -0.106
C 0.188 -4.623 0.122
C 1.441 -4.323 0.588
C 1.731 -3.074 0.970
C 0.752 -2.089 0.883
N -0.426 -2.350 0.346
C -0.717 -3.608 0.002
H -5.645 -4.719 -1.438
H -4.886 -2.424 -1.019
H -4.118 -6.489 -1.238
H -1.812 -7.353 -0.576
H 0.528 -6.743 -0.025
H 2.192 -5.085 0.622
H 2.722 -2.816 1.415
H 0.910 -1.084 1.170
N -3.092 -1.217 2.418
N -4.136 -0.508 2.959
C -4.988 0.204 2.241
N -6.062 0.746 2.854
S -4.762 0.513 0.577
H -3.308 -2.191 2.297
H -2.308 -1.031 2.996
H -4.371 -0.651 3.921
H -6.212 0.941 3.831
H -6.732 1.259 2.254
S -3.740 -0.056 -2.248
C -3.152 -0.504 -3.749
N -3.992 -0.346 -4.770
C -3.583 -0.724 -6.105
C -2.045 -1.037 -6.057
S -1.593 -0.988 -4.272
H -5.003 -0.151 -4.626
H -3.753 0.161 -6.735
H -4.254 -1.521 -6.456
H -1.455 -0.366 -6.636
H -1.807 -2.023 -6.378
```

As for the LUMO energy: -8.20 eV. As for the energy above the lowest of the compared OMol25 structures with the same formula, charge and spin: 116.4 kJ/mol. The charge is +3. The value obtained for the HOMO-LUMO gap is 7.057 eV. The HOMO energy comes out at -0.5606 hartree. The molar mass comes out at 805.959 g/mol.

---

This record from the OMol25 dataset describes a molecular structure, C34H37BeI2N4O3Sb. The level of theory is wB97M-V/def2-TZVPD.

```
82
Properties=species:S:1:pos:R:3
Be -0.769 0.144 0.837
I 1.123 -4.317 -4.423
C 0.271 -3.250 -2.845
C -1.106 -3.262 -2.666
C -1.665 -2.552 -1.618
I -3.731 -2.456 -1.412
C -0.876 -1.827 -0.711
O -1.423 -1.146 0.272
C 0.521 -1.852 -0.905
C 1.392 -1.156 0.103
N 0.931 0.227 0.365
C 1.633 0.859 1.487
C 0.895 0.516 2.758
C 1.424 0.638 4.031
C 0.619 0.317 5.111
C -0.681 -0.115 4.894
C -1.140 -0.213 3.594
N -0.357 0.094 2.558
C 1.079 -2.541 -1.971
H -1.743 -3.810 -3.346
H 2.434 -1.152 -0.226
H 1.339 -1.688 1.059
H 1.058 0.800 -0.472
H 1.619 1.939 1.330
H 2.678 0.542 1.548
H 2.443 0.975 4.167
H 1.004 0.401 6.118
H -1.333 -0.370 5.716
H -2.147 -0.519 3.347
H 2.154 -2.534 -2.104
C 0.642 -0.407 -5.958
C 1.755 -0.155 -4.948
Sb 1.249 0.984 -3.178
C -0.864 0.546 -3.092
C -1.777 1.296 -4.052
C 1.181 2.967 -4.029
C 0.886 3.097 -5.519
H 0.989 -1.048 -6.772
H 0.279 0.523 -6.398
H -0.210 -0.910 -5.499
H 2.594 0.366 -5.417
H 2.152 -1.106 -4.584
H -1.176 0.734 -2.061
H -0.948 -0.533 -3.240
H -1.664 2.377 -3.958
H -2.824 1.060 -3.849
H -1.576 1.029 -5.090
H 2.147 3.418 -3.789
H 0.440 3.502 -3.428
H 1.590 2.523 -6.125
H 0.956 4.139 -5.844
H -0.117 2.748 -5.762
O -3.332 1.222 1.894
C -2.751 1.919 1.089
N -3.207 3.108 0.568
C -2.151 3.804 -0.149
C -1.062 2.706 -0.153
O 0.022 2.829 -0.704
N -1.501 1.636 0.543
C -1.706 5.039 0.630
C -2.555 6.146 0.637
C -2.245 7.270 1.384
C -1.072 7.307 2.129
C -0.221 6.215 2.118
C -0.535 5.084 1.373
C -2.522 4.159 -1.584
C -1.657 4.957 -2.330
C -1.972 5.299 -3.636
C -3.159 4.854 -4.207
C -4.016 4.052 -3.471
C -3.695 3.697 -2.166
H -3.908 3.611 1.087
H -3.457 6.130 0.036
H -2.913 8.121 1.379
H -0.823 8.187 2.708
H 0.700 6.240 2.688
H 0.149 4.246 1.358
H -0.737 5.311 -1.882
H -1.293 5.918 -4.207
H -3.407 5.127 -5.225
H -4.937 3.693 -3.910
H -4.361 3.064 -1.595
```

As for the LUMO energy: -0.01 eV. As for the energy above the lowest of the compared OMol25 structures with the same formula, charge and spin: 0.0 kJ/mol. The value obtained for the HOMO-LUMO gap is 7.708 eV. The HOMO energy comes out at -0.2837 hartree. The molar mass comes out at 934.275 g/mol.

---

Repeat the first record exactly.
This record from the OMol25 dataset describes a molecular structure, C34H36N5O6P2PbS2. The level of theory is wB97M-V/def2-TZVPD.

```
86
Properties=species:S:1:pos:R:3
Pb -0.335 0.788 -1.055
C -4.883 -0.471 1.888
P -3.271 -1.266 1.482
C -3.802 -2.976 1.169
C -2.333 -1.004 3.033
C -2.796 -1.810 4.065
C -2.144 -1.834 5.285
C -1.048 -1.013 5.478
C -0.609 -0.184 4.459
C -1.227 -0.177 3.212
P -0.631 0.909 1.844
C -1.748 2.348 2.178
C 0.926 1.616 2.515
H -5.415 -1.081 2.615
H -5.489 -0.377 0.991
H -4.732 0.519 2.307
H -4.180 -3.440 2.077
H -2.987 -3.572 0.763
H -4.607 -2.918 0.434
H -3.666 -2.432 3.923
H -2.488 -2.495 6.065
H -0.527 -1.014 6.423
H 0.240 0.452 4.653
H -1.762 2.567 3.246
H -2.760 2.128 1.842
H -1.365 3.207 1.627
H 0.761 2.126 3.462
H 1.282 2.345 1.790
H 1.683 0.844 2.629
C 5.389 -3.731 0.957
C 3.919 -3.506 0.820
C 3.301 -2.389 1.373
C 1.943 -2.176 1.208
C 1.202 -3.103 0.503
C 1.787 -4.235 -0.034
C 3.143 -4.434 0.132
S -0.460 -2.709 0.009
O -1.155 -1.996 1.111
O -1.164 -3.888 -0.423
N -0.268 -1.588 -1.108
C 0.017 -1.779 -2.414
C 0.113 -3.013 -3.068
C 0.373 -3.018 -4.418
C 0.536 -1.808 -5.093
C 0.421 -0.636 -4.376
N 0.169 -0.616 -3.072
H 5.871 -2.888 1.443
H 5.838 -3.877 -0.024
H 5.573 -4.630 1.543
H 3.897 -1.677 1.923
H 1.443 -1.307 1.607
H 1.171 -4.947 -0.559
H 3.616 -5.309 -0.285
H -0.060 -3.919 -2.515
H 0.436 -3.956 -4.946
H 0.727 -1.784 -6.153
H 0.524 0.330 -4.852
O 1.958 0.309 -0.529
C 2.978 0.986 -0.714
C 3.098 2.357 -1.067
C 4.372 2.833 -1.403
C 4.555 4.128 -1.820
C 3.468 5.024 -1.871
C 2.228 4.605 -1.505
C 1.970 3.257 -1.104
O 0.793 2.912 -0.783
N 5.861 4.574 -2.209
O 5.982 5.720 -2.587
O 6.769 3.769 -2.146
H 3.944 0.466 -0.595
H 5.224 2.170 -1.360
H 3.638 6.035 -2.207
H 1.384 5.276 -1.539
C -2.971 2.891 -3.881
C -3.394 2.563 -2.496
C -4.128 3.439 -1.685
C -4.461 2.998 -0.420
N -4.166 1.771 0.017
C -3.480 1.028 -0.819
S -2.982 -0.647 -0.515
N -3.048 1.372 -2.024
H -3.757 3.434 -4.401
H -2.732 1.975 -4.418
H -2.080 3.519 -3.856
H -4.417 4.415 -2.037
H -4.999 3.621 0.281
```

As for the LUMO energy: -2.63 eV. As for the energy above the lowest of the compared OMol25 structures with the same formula, charge and spin: 79.5 kJ/mol. The charge is +1. The value obtained for the HOMO-LUMO gap is 7.691 eV. The HOMO energy comes out at -0.3792 hartree. The molar mass comes out at 943.973 g/mol.